# 1
Formula: C24H53ClN3O7PS2
Source: OMol25
Level of theory: ωB97M-V/def2-TZVPD

CARTESIAN COORDINATES (ANGSTROEM)
C (1.831, 1.918, 0.380)
C (0.741, 1.004, -0.451)
O (0.166, -0.001, 0.460)
C (1.125, -1.116, 0.615)
C (0.246, -2.396, 1.202)
C (1.198, -3.714, 1.558)
O (0.852, -4.118, 2.934)
C (1.446, -3.155, 3.920)
C (0.914, -4.878, 0.424)
O (1.183, -4.314, -0.936)
C (0.716, -5.243, -1.982)
C (-0.175, -4.483, -3.176)
C (-1.124, -3.273, -2.562)
C (-2.453, -2.942, -3.463)
S (-3.910, -4.130, -3.119)
C (-4.097, -4.265, -1.261)
S (-3.281, -5.602, -0.514)
N (-4.847, -3.322, -0.349)
C (-5.430, -2.131, -1.075)
C (-6.911, -2.427, -1.710)
O (-7.848, -3.132, -0.824)
C (-7.319, -3.304, 0.538)
C (-5.893, -4.143, 0.376)
P (1.929, -6.497, 0.763)
O (0.897, -7.461, 1.806)
Cl (3.773, -6.017, 1.774)
H (2.820, 1.281, 0.475)
H (1.452, 2.289, 1.431)
H (2.031, 2.878, -0.301)
H (-0.154, 1.700, -0.794)
H (1.201, 0.530, -1.437)
H (1.944, -0.876, 1.416)
H (1.604, -1.366, -0.424)
H (-0.454, -2.083, 2.095)
H (-0.489, -2.716, 0.320)
H (2.360, -3.459, 1.500)
H (2.171, -2.391, 3.407)
H (0.636, -2.531, 4.492)
H (2.035, -3.833, 4.701)
H (-0.216, -5.175, 0.510)
H (0.084, -6.087, -1.472)
H (1.679, -5.776, -2.428)
H (0.599, -3.978, -3.925)
H (-0.778, -5.285, -3.779)
H (-0.396, -2.338, -2.415)
H (-1.390, -3.616, -1.450)
H (-2.239, -2.830, -4.625)
H (-2.863, -1.874, -3.125)
H (-4.689, -1.643, -1.873)
H (-5.574, -1.278, -0.251)
H (-6.837, -3.060, -2.719)
H (-7.394, -1.374, -1.989)
H (-7.142, -2.285, 1.122)
H (-8.063, -3.926, 1.234)
H (-5.479, -4.394, 1.458)
H (-6.194, -5.145, -0.198)
H (-0.041, -7.090, 1.810)
C (-1.282, 3.958, 1.671)
C (-0.445, 5.234, 1.614)
C (-1.291, 6.521, 1.483)
O (-1.801, 6.758, 0.166)
C (-2.997, 6.056, -0.134)
N (0.531, 5.117, 0.520)
H (-1.689, 3.678, 0.697)
H (-0.669, 3.116, 2.014)
H (-2.116, 4.068, 2.372)
H (0.107, 5.299, 2.560)
H (-0.641, 7.376, 1.703)
H (-2.100, 6.550, 2.223)
H (-3.649, 5.955, 0.739)
H (-2.761, 5.075, -0.550)
H (-3.535, 6.617, -0.904)
H (1.146, 5.931, 0.542)
H (0.016, 5.227, -0.359)
C (7.412, 4.853, -0.327)
C (6.245, 4.661, -1.293)
C (4.865, 4.953, -0.659)
O (4.376, 3.911, 0.190)
C (4.884, 3.946, 1.515)
N (6.304, 3.301, -1.850)
H (7.493, 4.042, 0.401)
H (8.360, 4.883, -0.877)
H (7.316, 5.795, 0.220)
H (6.386, 5.374, -2.114)
H (4.133, 5.038, -1.471)
H (4.858, 5.917, -0.135)
H (5.042, 4.969, 1.871)
H (5.812, 3.373, 1.575)
H (4.156, 3.461, 2.171)
H (5.578, 3.208, -2.561)
H (6.004, 2.657, -1.112)

Summary:
- E_HOMO: -8.53 eV
- Charge: 0
- SMILES: CCOCC[C@@H](OC)[C@@H](OCCCCSC(=S)N1CCOCC1)P(O)Cl.COC[C@@H](C)N.COC[C@@H](C)N
- LUMO energy: -0.926 eV
- Spin multiplicity: 1
- Kohn-Sham gap: 7.6 eV

=====

# 2
Formula: C37H58O30
Source: OMol25
Level of theory: ωB97M-V/def2-TZVPD

CARTESIAN COORDINATES (ANGSTROEM)
C (-9.466, 0.424, -1.143)
C (-9.212, 1.047, -2.541)
O (-7.778, 1.144, -2.684)
C (-7.220, 0.584, -1.550)
O (-5.987, 0.411, -1.409)
O (-8.161, 0.164, -0.706)
H (-10.056, -0.491, -1.090)
H (-9.930, 1.161, -0.488)
H (-9.689, 2.026, -2.575)
H (-9.617, 0.324, -3.249)
C (7.136, 4.018, -4.476)
C (6.166, 3.307, -3.494)
O (5.295, 2.726, -4.453)
C (5.993, 2.547, -5.740)
O (5.584, 2.123, -6.773)
O (7.164, 3.132, -5.576)
H (8.169, 4.182, -4.169)
H (6.682, 4.941, -4.838)
H (5.783, 4.187, -2.977)
H (6.644, 2.534, -2.893)
C (7.301, -5.312, -3.471)
C (6.476, -4.359, -4.320)
O (5.704, -5.200, -5.104)
C (5.708, -6.544, -4.581)
O (5.109, -7.511, -5.023)
O (6.522, -6.483, -3.439)
H (7.365, -5.021, -2.422)
H (8.304, -5.509, -3.847)
H (7.088, -3.753, -4.988)
H (5.887, -3.659, -3.728)
C (-3.115, 1.245, 5.000)
C (-2.588, 1.011, 6.399)
C (-3.288, 0.069, 7.235)
O (-2.199, -0.746, 7.717)
C (-1.055, -0.375, 7.096)
O (-0.012, -0.854, 7.449)
O (-1.273, 0.581, 6.245)
H (-4.205, 1.261, 5.005)
H (-2.784, 0.465, 4.314)
H (-2.777, 2.250, 4.747)
H (-2.346, 1.953, 6.892)
H (-4.034, -0.491, 6.671)
H (-3.847, 0.502, 8.065)
C (0.673, 2.533, 0.227)
C (1.161, 1.543, 1.237)
C (0.711, 0.148, 0.827)
O (1.976, -0.555, 0.520)
C (3.035, 0.292, 0.691)
O (4.196, 0.006, 0.433)
O (2.598, 1.458, 1.221)
H (-0.413, 2.463, 0.297)
H (0.981, 2.248, -0.779)
H (0.780, 3.599, 0.430)
H (0.694, 1.774, 2.195)
H (0.070, 0.101, -0.054)
H (0.159, -0.294, 1.656)
C (1.791, -6.779, 2.136)
C (0.812, -7.517, 1.271)
C (1.295, -8.661, 0.377)
O (0.203, -9.563, 0.357)
C (-0.506, -9.379, 1.437)
O (-1.552, -9.967, 1.778)
O (-0.144, -8.229, 2.021)
H (2.618, -6.329, 1.587)
H (2.290, -7.539, 2.738)
H (1.356, -5.977, 2.731)
H (0.227, -6.792, 0.705)
H (2.246, -9.089, 0.692)
H (1.509, -8.386, -0.656)
C (5.224, 1.640, 6.673)
C (4.357, 2.678, 7.498)
C (5.221, 3.881, 7.748)
O (4.424, 4.933, 7.341)
C (3.526, 4.439, 6.537)
O (2.655, 5.149, 5.988)
O (3.544, 3.163, 6.535)
H (5.881, 1.118, 7.369)
H (5.921, 2.192, 6.042)
H (4.611, 0.932, 6.116)
H (3.759, 2.287, 8.321)
H (6.175, 3.898, 7.220)
H (5.542, 3.915, 8.789)
C (-8.600, -5.252, -1.675)
C (-7.349, -6.003, -1.168)
C (-6.105, -5.875, -2.125)
O (-5.041, -5.603, -1.295)
C (-5.506, -5.201, -0.131)
O (-4.787, -4.795, 0.806)
O (-6.822, -5.298, -0.093)
H (-9.378, -5.249, -0.911)
H (-8.864, -5.668, -2.647)
H (-8.190, -4.267, -1.895)
H (-7.633, -7.026, -0.923)
H (-6.302, -5.242, -2.991)
H (-5.968, -6.796, -2.691)
C (4.793, 10.531, 3.123)
C (3.812, 9.931, 2.056)
O (2.811, 10.993, 1.869)
C (1.608, 10.800, 1.399)
O (0.796, 11.737, 1.180)
O (1.284, 9.486, 1.206)
C (0.043, 9.190, 0.437)
H (4.177, 10.805, 3.980)
H (5.292, 11.384, 2.663)
H (5.671, 9.961, 3.426)
H (3.287, 9.097, 2.521)
H (4.269, 9.682, 1.098)
H (-0.269, 8.196, 0.758)
H (0.338, 9.145, -0.611)
H (-0.746, 9.920, 0.622)
C (-0.379, -1.787, -6.490)
C (-1.617, -0.864, -6.679)
O (-2.648, -1.790, -6.905)
C (-3.897, -1.342, -7.300)
O (-4.131, -0.228, -7.687)
O (-4.660, -2.337, -7.174)
C (-6.000, -2.288, -7.538)
H (-0.055, -2.345, -7.368)
H (-0.489, -2.533, -5.704)
H (0.491, -1.206, -6.182)
H (-1.298, -0.216, -7.495)
H (-1.698, -0.270, -5.769)
H (-6.152, -2.065, -8.594)
H (-6.575, -1.460, -7.123)
H (-6.555, -3.200, -7.319)

Summary:
- E_HOMO: -10.34 eV
- Charge: 0
- SMILES: C[C@H]1COC(=O)O1.C[C@H]1COC(=O)O1.C[C@H]1COC(=O)O1.C[C@H]1COC(=O)O1.C[C@H]1COC(=O)O1.CCOC(=O)OC.CCOC(=O)OC.O=C1OCCO1.O=C1OCCO1.O=C1OCCO1
- LUMO energy: 0.041 eV
- Spin multiplicity: 1
- Kohn-Sham gap: 10.4 eV

=====

# 3
Formula: C19H26N4O4S
Source: OMol25
Level of theory: ωB97M-V/def2-TZVPD

CARTESIAN COORDINATES (ANGSTROEM)
C (3.171, 2.983, 0.768)
C (3.810, 1.641, 0.607)
C (4.992, 1.343, 1.274)
C (5.622, 0.126, 1.102)
C (5.083, -0.817, 0.246)
C (3.899, -0.563, -0.429)
C (3.261, 0.665, -0.226)
N (2.048, 0.909, -0.920)
C (0.866, 1.216, -0.353)
O (0.680, 1.407, 0.830)
C (-0.284, 1.333, -1.354)
H (-0.159, 2.222, -1.972)
H (-1.219, 1.395, -0.794)
S (-0.385, -0.061, -2.540)
C (-0.451, -1.353, -1.391)
N (-0.541, -2.630, -1.582)
N (-0.495, -3.200, -0.356)
C (-0.378, -2.253, 0.513)
O (-0.340, -1.037, -0.087)
C (-0.255, -2.287, 1.984)
H (0.665, -1.762, 2.255)
H (-0.198, -3.322, 2.315)
C (-1.454, -1.578, 2.651)
N (-1.781, -0.312, 2.044)
C (-2.862, -0.222, 1.226)
O (-3.683, -1.098, 1.100)
O (-2.888, 0.979, 0.614)
C (-4.069, 1.381, -0.131)
C (-5.299, 1.345, 0.776)
H (-5.510, 0.326, 1.086)
H (-6.160, 1.734, 0.238)
H (-5.128, 1.955, 1.660)
C (-4.263, 0.484, -1.353)
H (-3.381, 0.504, -1.991)
H (-4.446, -0.541, -1.040)
H (-5.115, 0.834, -1.929)
C (-3.780, 2.822, -0.558)
H (-4.665, 3.251, -1.017)
H (-3.505, 3.416, 0.309)
H (-2.964, 2.859, -1.276)
H (-1.064, 0.399, 1.965)
H (-1.229, -1.427, 3.710)
H (-2.348, -2.201, 2.555)
H (2.032, 0.627, -1.893)
C (3.315, -1.587, -1.357)
H (3.288, -1.218, -2.383)
H (3.911, -2.495, -1.342)
H (2.298, -1.849, -1.068)
H (5.581, -1.764, 0.101)
H (6.541, -0.086, 1.628)
H (5.425, 2.086, 1.929)
H (3.861, 3.680, 1.236)
H (2.864, 3.382, -0.198)
H (2.279, 2.903, 1.389)

Summary:
- E_HOMO: -8.99 eV
- Charge: 0
- SMILES: Cc1cccc(C)c1NC(=O)CSc1nnc(CCNC(=O)OC(C)(C)C)o1
- LUMO energy: 0.345 eV
- Spin multiplicity: 1
- Kohn-Sham gap: 9.3 eV

=====

# 4
Formula: C14H24N3O3S2Y
Source: OMol25
Level of theory: ωB97M-V/def2-TZVPD

CARTESIAN COORDINATES (ANGSTROEM)
Y (-1.144, -1.321, 1.078)
C (3.116, 0.108, 0.213)
O (1.895, -0.220, -0.511)
C (0.870, -0.630, 0.170)
O (0.964, -0.774, 1.433)
H (3.802, 0.474, -0.542)
H (3.511, -0.784, 0.693)
H (2.908, 0.870, 0.960)
N (-0.962, -2.298, 3.342)
H (-1.637, -1.993, 4.041)
H (-0.044, -2.056, 3.715)
H (-1.005, -3.316, 3.351)
C (-1.768, -2.719, -3.490)
N (-0.601, -3.217, -2.786)
C (0.629, -3.555, -3.519)
C (1.584, -4.026, -2.407)
N (0.703, -4.029, -1.233)
C (-0.512, -3.560, -1.517)
S (-1.804, -3.493, -0.365)
H (-1.548, -1.748, -3.933)
H (-2.599, -2.632, -2.798)
H (-2.039, -3.416, -4.284)
H (1.000, -2.679, -4.048)
H (0.410, -4.335, -4.248)
H (2.411, -3.334, -2.255)
H (1.984, -5.019, -2.595)
H (0.906, -4.503, -0.371)
C (2.451, 4.687, 1.235)
C (1.142, 3.958, 1.314)
C (0.662, 3.221, 0.227)
C (-0.552, 2.565, 0.289)
C (-1.294, 2.636, 1.464)
C (-0.836, 3.350, 2.566)
C (0.378, 4.010, 2.479)
S (-2.829, 1.798, 1.643)
C (-3.765, 2.376, 0.244)
O (-2.527, 0.316, 1.261)
H (2.922, 4.564, 0.262)
H (3.139, 4.329, 2.002)
H (2.303, 5.753, 1.410)
H (1.244, 3.179, -0.686)
H (-0.909, 2.010, -0.571)
H (-1.423, 3.398, 3.475)
H (0.736, 4.579, 3.328)
H (-3.216, 2.200, -0.678)
H (-3.941, 3.441, 0.393)
H (-4.712, 1.838, 0.249)

Summary:
- E_HOMO: -14.95 eV
- Charge: +2
- LUMO energy: -5.339 eV
- Spin multiplicity: 1
- Kohn-Sham gap: 9.6 eV

=====

# 5
Formula: C6H8IN3O
Source: OMol25
Level of theory: ωB97M-V/def2-TZVPD

CARTESIAN COORDINATES (ANGSTROEM)
C (-1.911, -0.873, 0.637)
C (-0.824, -0.116, 1.017)
C (-0.733, 1.335, 0.885)
C (-0.482, 1.760, -0.617)
C (0.602, 1.880, 0.455)
C (0.767, 0.963, -0.730)
N (0.614, -0.478, -0.733)
N (1.367, -2.601, -0.436)
N (1.602, -1.256, -0.515)
O (-2.122, -2.035, 0.693)
I (-3.723, 0.121, 0.053)
H (-0.291, -0.598, 1.743)
H (-1.229, 2.013, 1.521)
H (-1.015, 2.498, -1.399)
H (1.174, 2.662, 0.701)
H (1.441, 1.445, -1.442)
H (0.365, -2.639, -0.708)
H (1.941, -3.081, -1.115)
H (2.458, -0.999, -0.008)

Summary:
- E_HOMO (alpha / beta): -7.91 / -7.64 eV
- Charge: 0
- LUMO energy (alpha / beta): -0.107 / -0.636 eV
- Spin multiplicity: 1
- Kohn-Sham gap (alpha / beta): 7.8 / 7.0 eV

=====

# 6
Formula: C3H3NO3
Source: OMol25
Level of theory: ωB97M-V/def2-TZVPD

CARTESIAN COORDINATES (ANGSTROEM)
N (1.410, -0.138, 0.677)
C (0.163, -0.288, 0.341)
O (-0.106, -0.824, -0.864)
C (-1.443, -0.929, -1.216)
O (-2.369, -0.631, -0.536)
C (0.597, 1.162, 1.126)
O (0.672, 2.191, 0.497)
H (2.169, -0.222, -0.005)
H (-1.477, -1.344, -2.231)
H (0.365, 1.041, 2.185)

Summary:
- E_HOMO: -9.70 eV
- Charge: 0
- LUMO energy: -0.009 eV
- Spin multiplicity: 1
- Kohn-Sham gap: 9.7 eV

=====

These records have energy above the lowest of the compared OMol25 structures with the same formula, charge and spin values of 0.0; 184.4; 125.7; 1.4; 483.8; 373.4 kJ/mol, in the order they appear.